Below is a molecular structure, C27H34AsN5PdSSeSiTe, with properties calculated with the ωB97M-V functional and the def2-TZVPD basis.

Structure (XYZ):
```
72
Properties=species:S:1:pos:R:3:lowdin_charge:R:1
Pd -0.2872 -1.1961 -0.5552 0.5850
C 1.1933 0.2191 -3.7224 -0.0118
C -0.1899 0.6210 -3.3124 -0.3121
C -1.0045 1.4226 -4.0874 -0.0424
C -2.2868 1.7282 -3.6227 -0.0568
C -2.7432 1.2476 -2.4171 -0.0316
C -1.8722 0.4429 -1.6583 -0.4647
N -0.6295 0.1763 -2.1278 0.0271
N -2.0788 -0.1508 -0.4494 -0.1684
Si -3.6664 -0.2959 0.2627 0.3615
C -3.5869 -1.1989 1.8841 -0.2083
C -4.3763 1.4192 0.5735 -0.1722
C -4.7706 -1.2508 -0.8935 -0.1695
H 1.4779 0.6994 -4.6566 0.0817
H 1.2478 -0.8640 -3.8528 0.0781
H 1.9120 0.4866 -2.9457 0.0767
H -0.6484 1.7982 -5.0360 0.1062
H -2.9352 2.3542 -4.2239 0.1102
H -3.7380 1.4745 -2.0597 0.0910
H -2.8111 -0.8073 2.5440 0.0015
H -3.4176 -2.2711 1.7626 -0.0132
H -4.5476 -1.0744 2.3940 0.0396
H -3.6449 2.2045 0.3645 0.0157
H -4.6849 1.5187 1.6179 0.0289
H -5.2561 1.6150 -0.0467 0.0314
H -4.3784 -2.2632 -1.0238 0.0343
H -4.8133 -0.7796 -1.8793 0.0245
H -5.7931 -1.3286 -0.5125 0.0362
Te -0.5386 -3.0096 1.2231 0.9483
C 1.4610 -3.6086 1.3634 -1.0196
C 2.4777 -2.9280 1.9744 -0.2707
C 3.7485 -3.5443 1.7990 -0.1968
C 3.6677 -4.6890 1.0644 -0.4079
S 2.0608 -5.0085 0.5809 0.9357
H 2.3291 -2.0058 2.5189 0.0713
H 4.6747 -3.1497 2.1934 0.1006
H 4.4665 -5.3565 0.7785 0.0691
C 0.0659 0.3534 2.8912 -0.2856
As 0.8652 0.4587 1.1260 1.1690
C 2.6649 0.9623 1.6374 -0.2900
C 0.2008 2.1932 0.4469 -0.2924
C 0.1186 3.2579 1.4960 -0.3086
C 1.2024 4.0860 1.7770 -0.0614
C 1.1234 5.0461 2.7762 -0.0806
C -0.0442 5.1942 3.5116 -0.0911
C -1.1358 4.3797 3.2354 -0.0774
C -1.0530 3.4214 2.2363 -0.0587
H 0.3036 1.2553 3.4541 0.0346
H 0.4555 -0.5257 3.3997 0.0152
H -1.0110 0.2448 2.7947 0.0010
H 2.5915 1.7219 2.4153 0.0313
H 3.1845 1.3491 0.7653 0.0092
H 3.1939 0.0861 2.0060 0.0130
H -0.7756 1.9842 0.0192 0.0412
H 0.8844 2.4611 -0.3596 0.0838
H 2.1142 3.9841 1.1990 0.1115
H 1.9751 5.6843 2.9768 0.1034
H -0.1061 5.9434 4.2903 0.1007
H -2.0552 4.4944 3.7967 0.1041
H -1.9069 2.7870 2.0212 0.1015
Se 4.7765 -0.7691 -0.7969 0.9775
N 4.8356 -2.1389 -1.9556 -0.2652
C 3.5854 -2.5608 -2.0990 -0.4183
C 3.1714 -3.5976 -2.9532 -0.0322
C 1.8166 -3.9139 -3.0051 -0.1072
C 0.9103 -3.2387 -2.2196 -0.2107
N 1.2615 -2.2282 -1.3809 -0.1154
C 2.5675 -1.8473 -1.3162 -0.5091
N 2.9777 -0.8446 -0.5787 -0.2990
H 3.9043 -4.1212 -3.5515 0.1075
H 1.4570 -4.7089 -3.6442 0.1010
H -0.1374 -3.5010 -2.2281 0.0884
```

Values from the calculation:
Calculated total energy, eV: -191672.6020
Kohn-Sham gap (spin up / spin down), eV: 5.315 / 5.812
Spin multiplicity: 3
⟨S²⟩: 2.05
Molar mass, u: 876.66
Energy above the lowest of the compared OMol25 structures with the same formula, charge and spin, kcal/mol: 0.0
LUMO (spin up / spin down), eV: -0.501 / -2.010